Record 1
Computed, not measured: a molecular structure, C31H32CeN3P at a distorted geometry, with wB97M-V/def2-TZVPD.

Its LUMO energy (spin up / spin down) is -6.663 / -6.664 eV. As for the multiplicity: 1. As for the charge: +2. The relative energy (zero: lowest compared OMol25 entry of this formula, charge and spin) comes out at 0.0 kcal/mol. Its HOMO-LUMO gap (spin up / spin down) is 7.263 / 7.262 eV. As for the molecular weight: 617.71 g/mol. The total energy comes out at -59339.817 eV.

Last column: Mulliken charge in e.
Cartesian coordinates (Å):
C 3.18 0.58 -2.99  -0.020
C 2.78 -0.45 -4.06  -0.913
H 3.31 1.58 -3.43  0.446
H 4.14 0.29 -2.57  0.365
H 2.55 0.66 -2.09  -0.430
H 1.74 -0.35 -4.42  0.233
H 3.43 -0.36 -4.93  0.434
H 2.92 -1.47 -3.69  0.264
C -0.67 3.67 -0.65  0.065
C -1.50 4.67 -0.15  -0.800
C -2.85 4.67 -0.50  -0.421
C -3.33 3.66 -1.32  -0.840
H 0.37 3.58 -0.31  0.412
H -1.08 5.41 0.54  0.424
H -3.52 5.44 -0.11  0.458
H -4.38 3.55 -1.58  0.321
N -1.10 2.73 -1.53  -0.036
C -2.45 2.65 -1.79  0.501
C -2.95 1.43 -2.44  0.865
N -2.07 0.40 -2.65  0.196
C -2.49 -0.76 -3.19  -0.004
C -4.72 0.07 -3.39  -0.607
C -3.82 -0.98 -3.56  -0.956
H -1.74 -1.53 -3.35  0.409
H -4.08 -1.93 -4.00  0.477
C -4.30 1.27 -2.82  -0.722
H -4.96 2.11 -2.69  0.429
H -5.75 -0.06 -3.72  0.458
Ce 0.33 0.72 -2.15  0.930
C 0.55 -1.63 -2.64  -1.835
H 0.28 -1.84 -3.70  0.598
H -0.17 -2.10 -1.98  0.566
H 1.52 -2.11 -2.46  0.406
N 0.37 0.29 -0.19  -0.281
P 0.67 -0.38 1.23  1.529
C -0.70 -1.38 1.84  0.415
C -0.57 -1.98 3.10  -0.717
C -1.55 -2.87 3.55  -0.875
C -2.71 -3.04 2.79  -0.533
C -2.91 -2.31 1.61  -0.548
C -1.90 -1.48 1.12  -0.121
C 2.13 -1.40 1.08  0.255
C 2.27 -2.63 1.75  -0.441
C 3.40 -3.40 1.51  -0.716
C 4.34 -2.99 0.56  -0.632
C 4.19 -1.77 -0.12  -0.983
C 3.14 -0.94 0.21  -0.305
C 0.96 0.74 2.62  0.244
C 2.25 0.88 3.15  -0.158
C 2.42 1.54 4.37  -0.717
C 1.32 2.12 5.02  -0.504
C 0.05 2.06 4.44  -0.754
C -0.13 1.39 3.23  -0.356
H 0.31 -1.79 3.73  0.625
H -1.41 -3.41 4.48  0.428
H -3.49 -3.74 3.13  0.388
H -3.86 -2.39 1.06  0.431
H -2.01 -0.89 0.20  0.214
H 1.52 -3.00 2.44  0.454
H 3.56 -4.33 2.06  0.432
H 5.19 -3.62 0.32  0.417
H 4.89 -1.45 -0.90  0.375
H 3.07 0.06 -0.21  0.660
H 3.10 0.43 2.65  0.367
H 3.41 1.60 4.82  0.422
H 1.45 2.64 5.97  0.412
H -0.81 2.54 4.92  0.415
H -1.12 1.32 2.77  0.485


Record 2
Computed, not measured: 6 unconnected molecules or ions with the total composition C45H61N5O3 at a distorted geometry, with wB97M-V/def2-TZVPD.

Its LUMO energy is -0.467 eV. The SMILES is [H]/N=C(/N)NCCCCN[C@@](C=C)(COCCOC)N(C)C(C)=O.c1ccccc1.c1ccccc1.c1ccccc1.c1ccccc1.c1ccccc1. As for the multiplicity: 1. Its HOMO-LUMO gap is 7.684 eV. As for the molecular weight: 720.02 g/mol. The total energy comes out at -61234.219 eV.

Last column: Mulliken charge in e.
Cartesian coordinates (Å):
H 3.03 -0.24 -1.84  0.239
N 2.76 0.65 -1.36  -0.635
C 2.04 1.38 -2.27  0.152
N 1.57 2.77 -1.78  -0.475
N 1.70 1.00 -3.69  -0.242
C 1.07 -0.37 -3.81  -0.565
C 0.23 -0.58 -5.21  -0.430
C -1.14 -1.40 -4.85  -0.679
C -0.92 -3.05 -4.86  -0.448
N -1.62 -3.59 -6.08  0.188
C -1.50 -5.08 -6.26  0.817
C -0.74 -5.89 -5.05  -0.625
C -1.26 -6.20 -3.69  -0.761
C -2.99 -5.64 -6.65  -0.392
O -3.85 -6.04 -5.54  -0.408
C -4.32 -4.91 -4.73  0.018
C -5.56 -4.05 -5.46  -0.451
O -6.33 -4.85 -6.42  -0.316
C -6.54 -4.15 -7.69  -0.408
N -0.63 -5.29 -7.50  0.026
C 0.69 -4.58 -7.42  -0.722
C -1.28 -4.81 -8.77  0.351
C -1.42 -3.26 -9.29  -0.622
O -1.76 -5.76 -9.61  -0.588
H 2.12 2.96 -0.89  0.320
H 1.99 3.46 -2.48  0.262
H 2.48 1.16 -4.36  0.271
H 0.47 -0.64 -2.84  0.305
H 1.98 -1.14 -3.86  0.182
H 0.90 -1.25 -5.93  0.205
H -0.03 0.47 -5.66  0.326
H -2.02 -1.13 -5.57  0.310
H -1.47 -1.09 -3.76  0.349
H -1.42 -3.42 -3.85  0.080
H 0.23 -3.27 -4.81  0.280
H -2.60 -3.24 -6.18  0.265
H 0.35 -6.33 -5.27  0.247
H -0.80 -5.72 -2.70  0.223
H -2.18 -6.92 -3.58  0.278
H -2.82 -6.62 -7.31  0.314
H -3.63 -4.87 -7.30  0.077
H -4.84 -5.39 -3.77  0.307
H -3.47 -4.21 -4.31  -0.070
H -5.00 -3.21 -6.10  0.185
H -6.20 -3.46 -4.67  0.328
H -7.01 -4.82 -8.55  0.235
H -7.27 -3.21 -7.60  0.257
H -5.51 -3.75 -8.15  0.066
H 1.39 -4.90 -6.54  0.267
H 0.64 -3.41 -7.42  0.085
H 1.29 -4.86 -8.42  0.359
H -2.58 -3.03 -9.41  0.201
H -0.95 -3.08 -10.37  0.300
H -1.01 -2.49 -8.51  0.115
C -1.89 6.02 0.90  -0.362
C -1.34 4.91 0.25  -0.589
C -0.55 5.09 -0.88  -0.129
C -0.31 6.38 -1.37  -0.428
C -0.87 7.48 -0.73  -0.435
C -1.65 7.30 0.41  -0.470
H -2.50 5.88 1.79  0.373
H -1.53 3.91 0.63  0.387
H -0.12 4.23 -1.39  0.482
H 0.31 6.52 -2.26  0.358
H -0.68 8.48 -1.11  0.401
H -2.08 8.16 0.91  0.464
C 1.34 -2.13 3.80  -0.466
C 2.04 -2.58 2.67  -0.466
C 2.09 -1.79 1.52  -0.451
C 1.45 -0.56 1.49  -0.028
C 0.74 -0.11 2.61  -0.567
C 0.69 -0.90 3.76  -0.390
H 1.31 -2.74 4.69  0.324
H 2.55 -3.54 2.70  0.363
H 2.64 -2.14 0.65  0.356
H 1.49 0.06 0.60  0.409
H 0.23 0.85 2.58  0.404
H 0.14 -0.55 4.63  0.516
C 1.59 -0.92 7.75  -0.312
C 1.27 -0.87 9.10  -0.493
C 1.23 0.35 9.77  -0.378
C 1.51 1.53 9.08  -0.423
C 1.85 1.48 7.73  -0.470
C 1.88 0.26 7.06  -0.319
H 1.62 -1.87 7.23  0.305
H 1.05 -1.79 9.64  0.395
H 0.97 0.39 10.82  0.451
H 1.48 2.49 9.60  0.365
H 2.07 2.40 7.19  0.371
H 2.14 0.22 6.00  0.510
C -0.06 12.52 2.65  -0.357
C -0.55 11.44 3.38  -0.366
C -0.30 10.14 2.96  -0.466
C 0.45 9.91 1.80  -0.316
C 0.94 10.99 1.07  -0.427
C 0.69 12.30 1.49  -0.373
H -0.25 13.54 2.99  0.350
H -1.14 11.61 4.28  0.350
H -0.68 9.29 3.53  0.378
H 0.65 8.90 1.47  0.515
H 1.52 10.82 0.16  0.357
H 1.07 13.14 0.92  0.350
C 4.22 -3.72 13.11  -0.337
C 4.92 -4.16 11.99  -0.358
C 4.97 -3.38 10.84  -0.415
C 4.32 -2.14 10.81  -0.343
C 3.62 -1.70 11.92  -0.313
C 3.57 -2.48 13.07  -0.446
H 4.19 -4.33 14.01  0.352
H 5.42 -5.13 12.01  0.350
H 5.52 -3.73 9.97  0.354
H 4.37 -1.53 9.91  0.420
H 3.11 -0.74 11.90  0.379
H 3.02 -2.14 13.95  0.354